Molecular formula: C4H5I
Method: DFT, ωB97M-V/def2-TZVPD

Geometry as XYZ:
```
10
Properties=species:S:1:pos:R:3:forces:R:3
I -3.55642 0.06332 -0.00203 0.8457 -0.1920 0.1446
C -1.50518 -0.41583 0.43586 0.7122 2.9215 -0.0146
C -0.25335 0.93073 0.27880 -2.1463 -3.0113 -0.1103
C 0.79142 -0.05015 -0.07933 1.4497 0.4193 -0.4653
C -0.55280 -0.35664 -0.61526 0.4097 0.1642 -0.1341
H -1.42312 -1.00347 1.32084 0.1481 -0.2037 0.4959
H -0.37595 1.89334 -0.18666 -0.5325 0.0375 0.1195
H 1.43034 -0.60102 0.66695 -1.0608 0.3035 -0.7334
H 1.36326 0.36073 -0.94746 0.1718 -0.5872 0.8706
H -0.78441 -0.39838 -1.66321 0.0024 0.1483 -0.1729
```
Positions in Å, forces in eV/Å.

Output
Total charge   0
Relative energy (zero: lowest compared OMol25 entry of this formula, charge and spin)   187.9 kJ/mol
SMILES   I[C@@H]1[C@H]2C[C@@H]12
Orbital gap   9.35 eV

---

Molecular formula: C20H22N2O5
Method: DFT, ωB97M-V/def2-TZVPD

Geometry as XYZ:
```
49
Properties=species:S:1:pos:R:3:forces:R:3
C -2.69957 -5.49121 -0.03979 -0.2310 -0.1538 0.0260
O -1.55233 -4.68529 -0.16517 0.5311 0.1427 -0.0044
C -0.35394 -5.28407 -0.43432 -0.0180 0.1953 0.0194
C -0.18475 -6.65099 -0.61326 -0.2112 0.0714 0.0276
C 1.07074 -7.18663 -0.84890 0.1012 -0.0201 -0.0029
C 2.17968 -6.36648 -0.90939 0.0078 -0.0961 -0.0263
C 2.02364 -5.00046 -0.75106 -0.2172 0.1722 0.0420
C 0.77427 -4.44771 -0.52075 0.0309 -0.0514 -0.0322
O 0.71444 -3.08387 -0.31220 -0.0745 -0.3125 0.1907
C -0.16373 -2.34892 -1.14547 -0.3642 0.1764 -0.5092
C -0.22868 -0.88718 -0.70781 0.2305 -0.4592 -0.0201
O -0.74955 -0.04838 -1.41022 -0.1521 0.0578 -0.1605
N 0.32872 -0.67865 0.50719 0.2235 -0.3755 0.3436
C 0.44823 0.51397 1.22249 -0.0130 0.3960 0.0866
C 1.27604 0.52885 2.34434 -0.0737 -0.0120 -0.1010
C 1.41750 1.68462 3.08804 -0.0101 -0.0186 -0.0251
C 0.74233 2.83691 2.72401 -0.0856 0.1511 -0.1149
C -0.07354 2.83204 1.59942 0.1132 -0.3164 0.3465
C -0.86438 4.05806 1.26967 -0.0498 -0.0227 -0.0180
O -1.57413 4.59172 2.10456 -0.0048 0.0203 0.2763
N -0.78298 4.51245 -0.00406 -0.1001 0.0946 -0.1979
C 0.20914 4.14317 -0.98757 0.4724 0.2050 -0.2297
C 1.08972 5.36466 -1.29269 0.0254 -0.3896 0.0227
O 0.32308 6.46828 -1.71003 -0.0031 0.0776 -0.1528
C -0.61744 6.83391 -0.72291 -0.2965 -0.1008 0.1250
C -1.55849 5.67042 -0.40336 -0.0455 0.3800 0.0769
C -0.23317 1.66920 0.85605 -0.0638 0.0624 0.0102
H -2.92384 -6.01929 -0.97181 0.0194 0.0088 0.0475
H -2.59442 -6.21332 0.77538 0.0005 0.0169 -0.0414
H -3.51317 -4.80488 0.18994 0.0251 -0.0983 -0.0168
H -1.03375 -7.31337 -0.55870 -0.1052 -0.0174 0.0129
H 1.17289 -8.25315 -0.97898 0.0067 -0.0900 -0.0086
H 3.15985 -6.78069 -1.08588 0.0902 -0.0343 -0.0173
H 2.87172 -4.33496 -0.79771 0.0657 0.1037 -0.0069
H 0.17338 -2.38252 -2.19029 -0.0099 0.0710 0.1782
H -1.18363 -2.74832 -1.10260 0.2018 0.1063 -0.0060
H 0.77163 -1.49293 0.91768 -0.1185 0.1236 -0.1210
H 1.80038 -0.37167 2.63127 0.0681 -0.0928 0.0256
H 2.05460 1.68542 3.95974 0.0544 -0.0087 0.0627
H 0.83594 3.73997 3.30698 -0.0153 0.0836 0.0717
H 0.82932 3.32711 -0.62079 -0.0534 0.0763 -0.1006
H -0.30065 3.82502 -1.90408 0.0789 -0.0454 0.0384
H 1.77938 5.14443 -2.10904 0.0078 -0.0382 0.0874
H 1.66514 5.62758 -0.39029 -0.0228 -0.0411 -0.0713
H -1.17128 7.68180 -1.12801 -0.0012 -0.0305 0.0931
H -0.09538 7.14367 0.19532 -0.0576 -0.0085 -0.0562
H -2.22861 5.92852 0.41747 0.0345 -0.0098 -0.1427
H -2.13968 5.41233 -1.29522 0.0082 0.0413 0.0395
H -0.89064 1.65083 0.00283 0.0010 0.0095 -0.0667
```
Positions in Å, forces in eV/Å.

Output
Total charge   0
Relative energy (zero: lowest compared OMol25 entry of this formula, charge and spin)   261.7 kJ/mol
SMILES   COc1ccccc1OCC(=O)Nc1cccc(C(=O)N2CCOCC2)c1
Orbital gap   9.26 eV

---

Molecular formula: C14H14Br2F3NO3Pt
Method: DFT, ωB97M-V/def2-TZVPD

Geometry as XYZ:
```
38
Properties=species:S:1:pos:R:3:forces:R:3
Pt -0.72136 -0.65816 -0.35429 -0.1273 -0.5128 -1.2782
Br -0.13196 -0.10976 4.75311 0.0594 -0.0117 -0.0061
C 1.20614 -0.17536 3.42221 -0.4596 0.2460 -0.4768
C 2.53844 -0.20736 3.79951 0.5292 -0.1287 -0.3551
C 3.52534 -0.24666 2.84041 0.0349 -0.0226 0.2713
Br 5.34064 -0.32236 3.39421 -0.0169 0.0191 0.0334
C 3.21194 -0.24606 1.46391 -0.0815 0.0871 0.1038
C 4.15764 -0.31976 0.42111 -0.2197 -0.0030 -0.2827
C 3.73164 -0.32576 -0.88419 0.1976 0.2232 0.3427
C 2.36574 -0.24206 -1.15769 -0.2833 0.0792 0.0043
N 1.46104 -0.15116 -0.20139 -0.3080 -0.8446 -0.4395
C 1.84434 -0.15866 1.09341 0.2062 -0.1169 0.4791
C 0.78974 -0.10076 2.07971 0.2909 0.2073 0.7987
O -0.42906 0.04554 1.75071 -0.5035 -0.0869 -0.0870
H 2.78694 -0.20886 4.84981 0.0903 -0.0264 0.0357
H 5.21104 -0.37036 0.65241 0.0336 -0.0492 0.0545
H 4.43914 -0.37296 -1.69549 0.0440 -0.0408 -0.1090
H 2.00554 -0.24176 -2.17739 -0.0680 -0.1208 -0.0090
C -4.15046 -1.10286 -1.23929 -0.1643 -0.2895 -0.0889
O -3.17616 -0.19616 -0.76029 0.5162 -0.0870 0.1829
C -3.33666 1.12234 -1.24219 0.3449 0.4150 -0.0293
C -2.31526 2.01834 -0.53639 -0.6379 -0.0617 0.0799
O -0.97376 1.74104 -0.87269 0.0244 -0.5149 0.3837
C -0.51296 2.30884 -2.08039 0.2272 0.0282 -0.2380
H -5.15596 -0.69696 -1.07749 0.1015 -0.0263 0.0187
H -4.03206 -2.02276 -0.66899 -0.0171 0.0480 -0.0960
H -4.01486 -1.31526 -2.30659 0.0342 0.0576 0.0988
H -4.34856 1.48434 -1.00589 0.1472 -0.0509 -0.0288
H -3.20216 1.14854 -2.33449 -0.0502 -0.0132 0.1014
H -2.38166 1.82844 0.53891 -0.0438 0.1309 -0.0665
H -2.53986 3.07144 -0.74889 -0.0239 -0.0994 0.0628
H -0.78456 3.36994 -2.12369 0.0439 -0.0941 0.0211
H -0.90526 1.79914 -2.96799 -0.0279 0.0022 0.1156
H 0.57424 2.21414 -2.06579 -0.1228 0.0318 -0.0658
F -1.60086 -3.29896 -1.24169 -0.0507 0.6475 0.1759
C -0.57596 -2.68136 -0.58709 0.7353 0.3223 0.3121
F -0.44146 -3.36026 0.58041 -0.1661 0.3234 -0.1381
F 0.54124 -3.01956 -1.30959 -0.2887 0.3327 0.1184
```
Positions in Å, forces in eV/Å.

Output
Total charge   0
Orbital gap (spin up / spin down)   6.45 / 6.17 eV